Below is 6 unconnected molecules or ions with the total composition C7H19Cl2N5O10, with properties calculated with ωB97M-V/def2-TZVPD.

```
43
Properties=species:S:1:pos:R:3
C -3.737 1.273 -0.959
N -4.298 2.201 0.070
O -4.944 3.148 -0.307
O -4.039 1.952 1.236
H -2.761 1.668 -1.228
H -4.373 1.322 -1.838
H -3.714 0.281 -0.531
C -2.873 0.636 4.043
N -2.693 0.712 5.515
O -3.259 1.602 6.106
O -1.974 -0.127 6.023
H -3.921 0.772 3.804
H -2.504 -0.329 3.720
H -2.270 1.437 3.625
C 0.810 2.801 -1.737
N -0.169 2.417 -2.791
O -0.923 1.486 -2.535
O -0.115 2.987 -3.856
H 0.788 3.877 -1.610
H 1.778 2.423 -2.055
H 0.511 2.284 -0.832
C 3.139 -3.190 1.242
N 4.128 -2.400 0.483
O 5.199 -2.190 1.003
O 3.790 -2.023 -0.626
H 3.598 -3.671 2.096
H 2.648 -3.897 0.580
H 2.375 -2.490 1.581
C 3.260 -1.668 -3.435
N 2.939 -0.249 -3.099
O 1.998 -0.048 -2.359
O 3.649 0.612 -3.570
H 3.256 -1.733 -4.516
H 2.532 -2.293 -2.936
H 4.261 -1.843 -3.048
Cl -0.149 0.791 1.561
C -0.712 -0.776 0.900
C 0.205 -1.179 -0.239
Cl -0.321 -2.747 -0.898
H -1.736 -0.601 0.579
H -0.727 -1.500 1.711
H 1.212 -1.296 0.147
H 0.137 -0.434 -1.022
```

Properties
* LUMO energy: -0.0128 Ha
* gap between HOMO and LUMO: 10.67 eV
* E_HOMO: -11.023 eV
* energy above the lowest of the compared OMol25 structures with the same formula, charge and spin: 0.000 eV
* SMILES string: C[N+](=O)[O-].C[N+](=O)[O-].C[N+](=O)[O-].C[N+](=O)[O-].C[N+](=O)[O-].ClCCCl

These are the Mulliken partial charges, in e, on atoms 1 to 8: -0.459, 0.907, -0.541, -0.524, 0.125, 0.313, 0.208, -0.560

***

Below is a molecular structure, C37H20BrInN9O, with properties calculated with ωB97M-V/def2-TZVPD.

```
69
Properties=species:S:1:pos:R:3
In 0.877 -0.385 -0.192
C -0.957 5.715 1.007
C -0.595 5.441 2.320
C 0.137 4.300 2.633
C 0.483 3.459 1.595
C 1.124 2.134 1.608
N 1.128 1.653 0.373
C 0.775 2.691 -0.586
N 0.103 2.159 -1.769
C -1.102 1.389 -1.606
C -2.322 1.492 -2.330
C -2.898 2.502 -3.112
C -4.114 2.241 -3.699
C -4.760 1.000 -3.524
C -4.201 -0.004 -2.765
C -2.966 0.243 -2.161
C -2.093 -0.581 -1.358
N -2.237 -1.872 -1.085
C -1.378 -2.599 -0.404
N -0.177 -2.194 0.177
C 0.289 -3.184 0.977
N 1.266 -3.083 1.923
C 1.750 -1.968 2.349
N 1.546 -0.694 1.805
C 1.872 0.249 2.723
N 1.595 1.534 2.706
C 2.505 -0.423 3.873
C 3.032 0.090 5.042
C 3.554 -0.821 5.954
C 3.519 -2.192 5.703
C 2.961 -2.701 4.535
C 2.469 -1.790 3.622
C -0.555 -4.338 0.843
C -0.509 -5.601 1.440
C -1.520 -6.484 1.136
C -2.573 -6.119 0.275
C -2.634 -4.866 -0.300
C -1.602 -3.976 -0.014
N -1.013 0.196 -1.020
C 0.130 3.744 0.281
C -0.584 4.875 -0.041
H -1.539 6.602 0.792
H -0.893 6.120 3.107
H 0.420 4.066 3.651
H -2.405 3.456 -3.244
H -4.589 3.000 -4.307
H -5.717 0.837 -4.001
H -4.695 -0.957 -2.637
H 3.036 1.155 5.231
H 3.988 -0.464 6.878
H 3.927 -2.872 6.438
H 2.912 -3.764 4.344
H 0.295 -5.867 2.112
H -1.515 -7.475 1.570
H -3.353 -6.840 0.068
H -3.450 -4.578 -0.949
H -0.849 5.104 -1.065
O 1.979 1.570 -6.083
C 1.888 1.119 -4.830
C 2.564 -0.006 -4.362
C 2.374 -0.381 -3.055
N 1.581 0.289 -2.205
C 0.962 1.408 -2.653
Br 2.465 3.514 -1.223
C 1.076 1.833 -3.952
H 2.568 1.020 -6.615
H 3.216 -0.586 -5.002
H 2.867 -1.263 -2.666
H 0.562 2.726 -4.272
```

Properties
* LUMO energy (spin up / spin down): -0.1609 / -0.1584 Ha
* gap between HOMO and LUMO (spin up / spin down): 4.75 / 5.15 eV
* E_HOMO (spin up / spin down): -9.129 / -9.458 eV
* total charge: +1

These are the Mulliken partial charges, in e, on atoms 1 to 8: 2.495, -0.742, -0.700, -0.080, 0.117, 0.111, -0.411, 0.577

***

Below is 2 unconnected molecules or ions with the total composition C6H12NS in a non-equilibrium geometry, with properties calculated with ωB97M-V/def2-TZVPD.

```
20
Properties=species:S:1:pos:R:3
C -2.296 -0.315 0.483
C -1.377 0.557 0.291
C 0.026 -1.570 -0.978
C 0.115 -2.892 -0.225
C -0.406 2.739 0.038
C 1.024 0.771 0.462
N -0.362 1.330 0.332
S 0.003 -1.926 -2.657
H -2.474 -0.572 1.457
H -2.631 -1.017 -0.261
H -0.811 -3.308 0.204
H 0.823 -3.643 -0.703
H 0.584 -2.685 0.745
H 0.324 3.147 -0.748
H -1.366 3.130 -0.188
H -0.077 3.318 0.957
H 1.114 -0.152 -0.111
H 1.632 1.542 0.002
H 1.122 0.769 1.520
H 0.251 -0.547 -3.008
```

Properties
* LUMO energy: -0.1426 Ha
* gap between HOMO and LUMO: 8.46 eV
* E_HOMO: -12.342 eV
* energy above the lowest of the compared OMol25 structures with the same formula, charge and spin: 5.534 eV
* total charge: +1

These are the Mulliken partial charges, in e, on atoms 1 to 8: -0.841, 0.802, -0.004, -1.173, -0.883, -0.645, 0.039, -0.139

***

Below is 2 unconnected molecules or ions with the total composition C4H10N2O, with properties calculated with ωB97M-V/def2-TZVPD.

```
17
Properties=species:S:1:pos:R:3
C 0.481 0.339 -2.704
C 0.539 0.316 -1.372
N 1.646 -0.153 -0.656
C 2.014 -1.350 -0.828
H 1.340 0.063 -3.302
H -0.342 0.808 -3.222
H -0.195 0.839 -0.777
H 2.891 -1.723 -0.310
H 1.459 -2.020 -1.491
N -1.672 1.406 2.190
C -0.959 0.174 2.100
O -1.324 -0.579 0.930
H -1.433 1.980 1.396
H -2.678 1.272 2.142
H 0.115 0.374 2.052
H -1.173 -0.428 2.984
H -0.709 -1.319 0.871
```

Properties
* LUMO energy: 0.0296 Ha
* gap between HOMO and LUMO: 10.05 eV
* E_HOMO: -9.250 eV
* energy above the lowest of the compared OMol25 structures with the same formula, charge and spin: 2.940 eV
* SMILES string: C=CN=C.NCO

These are the Mulliken partial charges, in e, on atoms 1 to 8: -0.758, 0.212, -0.415, -0.392, 0.280, 0.283, 0.184, 0.277

***

Below is 7 unconnected molecules or ions with the total composition C21H32O21 in a non-equilibrium geometry, with properties calculated with ωB97M-V/def2-TZVPD.

```
74
Properties=species:S:1:pos:R:3
C -3.049 -2.895 6.995
O -3.276 -3.150 8.360
C -4.304 -2.549 9.008
O -5.015 -1.714 8.408
O -4.159 -2.831 10.312
C -5.091 -2.251 11.247
H -2.777 -1.845 6.884
H -3.863 -3.244 6.360
H -2.247 -3.563 6.681
H -4.711 -1.239 11.387
H -4.867 -2.829 12.144
H -6.132 -2.334 10.934
C 1.944 2.499 -0.037
O 1.775 1.242 0.520
C 1.105 0.344 -0.314
O 0.489 0.598 -1.379
O 1.037 -0.889 0.251
C 0.032 -1.805 -0.182
H 2.847 2.883 0.439
H 1.087 3.116 0.232
H 2.086 2.507 -1.118
H -0.916 -1.405 0.179
H 0.188 -2.785 0.269
H 0.003 -2.021 -1.250
O 6.833 -8.207 -4.589
C 5.689 -7.938 -4.976
O 4.802 -8.866 -5.385
C 3.539 -8.327 -5.469
C 3.774 -6.973 -4.784
O 5.131 -6.751 -4.922
H 3.169 -8.209 -6.487
H 2.848 -9.009 -4.973
H 3.345 -7.017 -3.783
H 3.225 -6.141 -5.225
O -3.531 6.941 -9.290
C -3.036 6.349 -8.306
O -1.948 5.600 -8.235
C -1.613 5.383 -6.876
C -2.829 5.652 -6.169
O -3.564 6.416 -7.070
H -1.296 4.397 -6.534
H -0.921 6.188 -6.626
H -2.668 6.131 -5.203
H -3.388 4.716 -6.163
O 3.669 7.275 7.364
C 3.838 7.410 8.605
O 4.091 8.712 9.209
C 4.333 8.412 10.574
C 4.273 6.922 10.781
O 3.892 6.457 9.531
H 5.384 8.681 10.675
H 3.624 8.837 11.285
H 3.680 6.657 11.656
H 5.260 6.504 10.983
O -5.770 -6.225 -3.089
C -6.750 -6.165 -2.376
O -7.962 -5.927 -2.936
C -8.706 -5.150 -2.017
C -7.930 -5.300 -0.656
O -6.720 -5.952 -1.101
H -8.632 -4.092 -2.265
H -9.724 -5.511 -1.869
H -8.494 -5.915 0.046
H -7.792 -4.331 -0.176
O 4.329 3.728 -9.000
C 5.011 3.107 -8.162
O 4.547 2.045 -7.451
C 5.475 1.636 -6.466
C 6.451 2.795 -6.454
O 6.251 3.443 -7.699
H 5.056 1.444 -5.479
H 5.868 0.689 -6.837
H 7.442 2.342 -6.430
H 6.261 3.301 -5.508
```

Properties
* LUMO energy: 0.0077 Ha
* gap between HOMO and LUMO: 10.95 eV
* E_HOMO: -10.745 eV
* energy above the lowest of the compared OMol25 structures with the same formula, charge and spin: 4.817 eV
* SMILES string: COC(=O)OC.COC(=O)OC.O=C1OCCO1.O=C1OCCO1.O=C1OCCO1.O=C1OCCO1.O=C1OCCO1

These are the Mulliken partial charges, in e, on atoms 1 to 8: -0.626, -0.302, 0.773, -0.573, -0.278, -0.616, 0.285, 0.288

***

Below is a molecular structure, C6H13CaF3NbO in a non-equilibrium geometry, with properties calculated with ωB97M-V/def2-TZVPD.

```
25
Properties=species:S:1:pos:R:3
O -2.169 -0.655 -1.573
C -1.580 0.621 -1.387
C -1.892 1.195 0.021
Nb -0.077 1.378 1.429
C 0.719 -0.656 0.806
C 1.886 -0.493 -0.213
C 2.336 -1.783 -0.814
F 3.537 -1.770 -1.392
C 1.699 -2.928 -0.811
F 0.423 -3.094 -0.934
F 2.371 -4.033 -0.724
H -2.033 -1.137 -0.744
H -0.508 0.566 -1.608
H -2.038 1.286 -2.125
H -2.689 0.631 0.547
H -2.293 2.239 -0.092
H 0.967 2.192 0.165
H -0.776 3.055 1.823
H -1.041 0.641 2.816
H 1.276 1.602 2.612
H -0.097 -1.283 0.434
H 1.170 -1.045 1.729
H 1.652 0.271 -0.960
H 2.738 -0.100 0.352
Ca -3.582 3.303 0.643
```

Properties
* LUMO energy: -0.2552 Ha
* gap between HOMO and LUMO: 3.83 eV
* E_HOMO: -10.770 eV
* total charge: +1

These are the Mulliken partial charges, in e, on atoms 1 to 8: -0.554, -0.178, -1.083, -0.348, -1.067, 0.005, 0.180, -0.291

***

| no. | electronic energy (eV) |
| --- | --- |
| 1 | -60523.8884 |
| 2 | -129365.2663 |
| 3 | -18729.7204 |
| 4 | -9336.0474 |
| 5 | -65288.9295 |
| 6 | -36602.6886 |